# 1
181
Properties=species:S:1:pos:R:3:forces:R:3:mulliken_charge:R:1 method="wB97M-V/def2-TZVPD" de_lowest_kj_mol=153.1 e_homo_ev=-14.34 fmax_ev_per_a=3.0 total_charge=+5 energy_ha=-5030.24627
C 40.347824 -19.936503 -13.099410 -0.037 1.054 0.642 -1.2369
C 39.969357 -21.242449 -13.769205 -0.117 0.020 0.457 -0.7123
C 38.791551 -21.273773 -14.740967 -0.216 0.474 -0.092 -0.3566
C 39.141582 -20.551881 -16.067006 -0.585 -1.415 0.537 -0.7353
N 38.015043 -20.675067 -17.091278 1.055 1.711 0.189 0.5177
C 36.800513 -19.907948 -16.544410 -1.074 -1.253 -1.231 -0.6932
C 36.400763 -18.966527 -17.658442 -1.616 2.390 0.410 -0.4130
C 37.015664 -19.452850 -18.913423 2.189 -0.844 -0.657 -0.0790
C 38.406494 -19.898723 -18.358821 -0.641 -0.671 -0.189 -1.0665
C 37.731675 -22.098868 -17.495072 0.561 0.649 0.512 -0.8583
H 39.622434 -19.335760 -12.536017 -0.744 -0.639 -0.314 0.3286
H 40.762091 -19.198146 -13.795891 0.403 -0.280 -0.008 0.2946
H 41.053710 -20.159941 -12.297208 0.461 0.079 -0.419 0.4020
H 39.766630 -21.990206 -13.002055 0.032 0.033 0.019 0.3866
H 40.894781 -21.558623 -14.257254 -0.202 -0.345 -0.227 0.2898
H 37.871727 -20.858784 -14.318253 0.311 0.495 0.298 0.4407
H 38.470880 -22.314153 -14.824812 0.524 -0.112 -0.725 0.3485
H 40.054978 -20.996242 -16.463314 -0.083 0.016 -0.330 0.3506
H 39.297102 -19.482765 -15.941874 -0.023 0.008 0.192 0.3338
H 36.034333 -20.682785 -16.498098 -0.096 0.161 0.591 0.1873
H 36.935209 -19.434238 -15.580697 0.399 -0.197 0.008 0.3710
H 35.330629 -18.735143 -17.722249 -0.235 -1.151 0.020 0.5638
H 36.649996 -17.912555 -17.462734 1.078 -0.264 0.116 0.1700
H 36.547980 -20.328334 -19.365307 -0.321 0.089 0.150 0.2408
H 37.164799 -18.733957 -19.719425 -0.212 0.234 0.189 0.1153
H 39.006687 -20.573730 -18.967331 -0.227 -0.038 -0.179 0.4085
H 39.064209 -19.065081 -18.115747 -0.305 0.132 0.358 0.3667
H 37.482807 -22.674481 -16.610436 -0.184 -0.043 -0.108 0.3023
H 38.679878 -22.435299 -17.907878 -0.184 -0.398 -0.091 0.3871
H 36.936511 -22.103173 -18.232004 -0.024 -0.122 0.038 0.3461
C 35.732214 -17.731938 -22.476489 -1.673 -0.560 1.716 0.2171
C 34.248442 -17.558275 -22.043673 -0.873 0.985 -1.235 -1.0282
C 33.900814 -16.157723 -21.512413 1.618 0.251 1.144 -0.9806
C 34.533361 -15.817532 -20.134686 -1.567 -0.704 1.345 -0.7563
N 34.254522 -14.371605 -19.734359 1.485 0.398 0.136 0.7775
C 35.097587 -13.432130 -20.573468 -0.941 -0.331 -0.501 -0.4040
C 35.189593 -12.161443 -19.784098 2.639 1.240 0.893 0.0851
C 34.989881 -12.487565 -18.291135 -2.314 -0.839 -1.003 -0.7779
C 34.755490 -13.998317 -18.309016 -0.366 -1.463 0.005 -0.6126
C 32.808210 -14.037208 -19.820618 -0.127 0.547 -0.143 -0.9665
H 35.772950 -17.792003 -23.555814 0.515 0.217 0.014 0.2238
H 35.966828 -18.679260 -21.986245 0.752 -0.065 -0.482 0.0059
H 36.306469 -16.947396 -21.984741 0.422 0.063 -0.528 -0.0853
H 33.824140 -18.386331 -21.477151 0.280 0.234 0.559 0.4050
H 33.636360 -17.588061 -22.951560 0.063 -0.204 -0.055 0.1955
H 32.826472 -16.010960 -21.414951 -0.009 -0.259 -0.095 0.4981
H 34.365994 -15.412371 -22.164617 -0.439 -0.136 -0.603 0.3252
H 35.574729 -16.050629 -19.898258 0.314 0.469 -0.844 0.3865
H 34.027775 -16.420498 -19.369933 -0.478 0.084 -0.117 0.3976
H 34.623837 -13.305893 -21.545613 0.019 -0.031 0.022 0.4686
H 36.043530 -13.951773 -20.721438 0.137 0.230 0.106 0.2401
H 34.735444 -11.244079 -20.149813 -0.782 -0.435 -0.063 -0.0551
H 36.234488 -11.836144 -19.729025 0.105 -0.152 -0.882 -0.2205
H 34.001945 -12.120334 -18.010196 0.416 0.625 0.586 0.3607
H 35.791551 -12.109866 -17.669493 -0.139 -0.192 0.241 0.4177
H 33.967496 -14.356335 -17.646564 0.005 0.230 0.129 0.6133
H 35.615568 -14.631102 -18.080947 0.211 0.170 -0.352 0.1202
H 32.704199 -12.994717 -19.520304 -0.096 -0.099 0.222 0.4225
H 32.250272 -14.720960 -19.192041 -0.322 -0.242 0.117 0.1005
H 32.437780 -14.098042 -20.840199 0.190 -0.205 -0.003 0.3611
C 42.384259 -16.338967 -21.085577 -0.760 -1.098 1.333 -1.5499
C 40.917183 -16.844601 -21.222179 1.169 1.075 0.649 -0.0836
C 40.805969 -17.817520 -22.376327 0.203 -0.745 0.583 -0.2758
C 39.405099 -18.302014 -22.663180 -1.164 0.850 -0.650 -0.6576
N 39.218633 -18.901829 -24.027566 0.080 -1.117 -1.063 0.5633
C 37.858932 -19.597635 -24.214306 -0.974 0.381 -0.335 -0.1877
C 38.018964 -20.957861 -24.953162 1.595 0.243 1.032 -0.6418
C 39.500592 -20.951614 -25.357291 0.950 0.673 -0.636 -0.9867
C 40.151673 -20.040620 -24.308890 0.167 -1.557 0.355 -0.6233
C 39.381213 -17.875885 -25.123843 1.221 0.086 0.367 -1.0678
H 42.679595 -15.717021 -21.921954 0.397 -0.057 0.103 0.4024
H 43.014173 -17.202149 -20.851163 0.339 -0.035 -1.033 0.3762
H 42.484370 -15.866972 -20.103779 -0.175 0.864 -0.404 0.4026
H 40.324249 -15.926786 -21.275209 -0.494 -0.309 -0.389 0.3223
H 40.710989 -17.309892 -20.253315 -0.420 -0.229 -0.185 -0.0568
H 41.389762 -18.681323 -22.043600 0.183 -0.028 -0.368 0.3498
H 41.306606 -17.411333 -23.254512 -0.156 0.073 -0.046 0.3038
H 38.693860 -17.469990 -22.685850 0.118 0.143 0.195 0.0465
H 38.977015 -19.000910 -21.944034 0.439 -0.217 0.045 0.4461
H 37.284827 -18.847319 -24.751955 -0.223 -0.311 -0.246 0.2844
H 37.335673 -19.723817 -23.272685 0.434 0.057 0.280 0.0245
H 37.264335 -21.182905 -25.697453 0.133 0.258 -0.197 0.3792
H 38.045945 -21.769670 -24.224194 -0.831 0.132 0.200 0.3329
H 39.759477 -20.638738 -26.370036 -0.387 0.152 -0.048 0.3390
H 40.018829 -21.900798 -25.222687 -0.397 -0.237 -0.203 0.4426
H 41.191794 -19.797177 -24.513217 -0.184 0.600 -0.103 0.4481
H 40.158534 -20.675671 -23.417598 0.032 0.431 0.346 0.4170
H 39.201333 -18.327390 -26.094567 -0.439 0.017 0.104 0.4756
H 40.431059 -17.583040 -25.131274 -0.005 -0.041 -0.001 0.4171
H 38.827701 -16.962831 -24.921380 -0.499 -0.304 -0.045 0.3504
C 38.835509 -12.649681 -19.850999 0.637 0.694 0.598 -1.8346
C 38.637950 -13.470602 -18.567603 0.446 -0.863 -0.425 1.0035
C 39.519251 -13.051873 -17.384899 -0.219 0.471 0.442 -0.4306
C 39.267647 -13.966788 -16.181489 0.291 -0.041 -0.707 -1.2443
N 40.010603 -13.639088 -14.914472 0.853 0.986 -0.373 0.5125
C 41.548395 -13.597032 -14.983837 0.418 -0.911 -1.428 -0.4840
C 42.037724 -14.410800 -13.778580 2.008 0.249 -0.305 -0.7672
C 40.867364 -14.653107 -12.861838 -0.504 0.418 -0.783 -0.6985
C 39.787217 -14.763956 -13.933217 -0.687 0.329 1.478 -0.7471
C 39.531947 -12.282331 -14.454002 -0.580 -1.057 1.708 -0.8494
H 38.420615 -13.043107 -20.778022 -0.487 -0.177 0.303 0.3587
H 39.908349 -12.605101 -20.061017 0.027 0.001 0.114 0.5034
H 38.538930 -11.609338 -19.709797 -0.160 -0.007 -0.169 0.4440
H 38.912319 -14.486886 -18.880815 -0.063 -0.185 0.412 0.1194
H 37.623348 -13.541273 -18.168356 -0.229 0.238 -0.453 -0.5088
H 39.241917 -12.035608 -17.092432 0.155 0.116 -0.166 0.3850
H 40.577306 -13.046787 -17.651931 -0.013 -0.015 -0.058 0.4409
H 39.500499 -14.983616 -16.503777 0.136 -0.085 0.395 0.3609
H 38.221653 -13.925603 -15.876779 -0.070 -0.123 -0.151 0.3473
H 42.059353 -12.646144 -15.145492 -1.013 0.660 0.888 0.4389
H 41.818536 -14.008310 -15.963940 -0.157 -0.818 0.317 0.3181
H 42.913518 -13.906096 -13.366097 -0.295 0.095 0.394 0.3835
H 42.472202 -15.347725 -14.135315 -0.351 -0.155 0.029 0.3296
H 40.614178 -13.828066 -12.194502 0.312 0.085 -0.024 0.2964
H 40.907121 -15.544027 -12.240264 0.187 -0.101 -0.179 0.4465
H 38.831956 -14.649417 -13.416697 -0.368 -0.217 -0.748 0.3512
H 39.905277 -15.686575 -14.495672 -0.285 -0.037 0.025 0.4713
H 38.446887 -12.272668 -14.543129 0.052 0.398 -0.523 0.3059
H 40.084482 -11.466161 -14.899955 -0.188 -0.083 -0.303 0.3287
H 39.663989 -12.267886 -13.370256 0.418 0.268 -0.093 0.4376
C 28.843283 -8.058891 -25.179444 0.646 -1.047 1.094 -1.1949
C 30.010201 -7.208613 -24.619719 -1.278 1.032 -1.303 -0.8589
C 30.652591 -7.619912 -23.301997 0.861 -0.081 -0.492 -0.0989
C 29.804143 -7.468370 -22.071711 -0.648 -0.719 0.652 -0.7896
N 30.440551 -7.929038 -20.729895 -0.226 1.219 0.344 0.3024
C 31.704868 -7.125040 -20.417213 0.722 0.139 -1.805 -0.7206
C 32.884297 -8.122015 -20.411375 -1.016 1.296 0.843 -0.5680
C 32.315354 -9.324457 -21.160017 1.271 -0.410 -0.132 0.4101
C 30.847685 -9.390993 -20.795160 0.236 0.864 0.201 -0.8355
C 29.421960 -7.592997 -19.646284 0.663 -1.088 -0.282 -1.0322
H 29.167357 -9.108155 -25.154950 0.046 -0.040 -0.057 0.3029
H 28.658043 -7.869543 -26.232331 -0.230 0.436 0.132 0.3887
H 27.933676 -8.064864 -24.579403 -0.153 0.440 -0.203 0.3121
H 29.713066 -6.155369 -24.605487 -0.165 -0.007 0.326 0.3826
H 30.682195 -7.210587 -25.480207 0.830 -0.162 0.625 0.3609
H 31.548586 -7.020738 -23.116861 0.139 -0.069 -0.484 0.3667
H 30.973915 -8.648108 -23.487030 -0.055 -0.117 0.483 0.2317
H 28.906018 -8.083200 -22.163668 -0.108 0.125 0.132 0.4118
H 29.500011 -6.449371 -21.842008 0.084 0.134 -0.468 0.3468
H 31.707381 -6.482434 -19.541506 -0.770 -0.365 0.225 0.4946
H 31.833665 -6.454370 -21.266273 -0.105 0.099 0.127 0.1574
H 33.099661 -8.198431 -19.343070 0.298 -1.004 -0.139 0.2899
H 33.720162 -7.581913 -20.852794 0.183 -0.542 -0.246 0.4604
H 32.839548 -10.257518 -20.943018 -0.175 -0.036 0.287 -0.3633
H 32.512487 -9.175116 -22.219419 -0.386 0.083 -0.067 0.2523
H 30.742392 -9.813506 -19.796516 -0.230 -0.008 -0.027 0.4858
H 30.202650 -9.890375 -21.512627 -0.002 -0.109 0.080 0.2799
H 28.692661 -8.398721 -19.666535 -0.369 0.332 0.094 0.4023
H 29.017206 -6.604341 -19.833059 -0.157 -0.098 -0.042 0.3821
H 29.955174 -7.593560 -18.699174 -0.133 -0.095 0.073 0.4593
C 31.312304 -20.493653 -22.475503 -0.572 -0.298 0.780 -1.4713
C 31.683141 -21.186341 -23.794838 0.222 1.132 0.720 -0.2638
C 30.936097 -20.524101 -24.941936 -1.146 -0.817 -0.765 -0.3040
C 31.209886 -21.209952 -26.281871 0.599 0.619 0.286 -1.1446
N 30.480170 -20.733592 -27.518746 -1.345 -1.096 0.704 0.4895
C 28.952154 -20.947855 -27.346001 -0.235 1.065 0.500 -0.5460
C 28.458864 -21.581486 -28.604996 0.693 -0.064 -1.001 -0.6402
C 29.570724 -22.580624 -28.973362 -1.086 1.493 0.154 -0.5918
C 30.800252 -21.717307 -28.683308 0.749 -0.151 -0.113 -0.4284
C 30.755935 -19.267247 -27.798244 0.291 -1.812 0.167 -1.0690
H 31.026618 -19.440743 -22.516745 0.253 0.046 -0.354 0.3896
H 32.086357 -20.587574 -21.712082 0.143 -0.003 -0.147 0.3358
H 30.446901 -20.984893 -22.025182 -0.072 0.039 -0.083 0.4146
H 31.435551 -22.237595 -23.659148 0.286 -0.124 -0.456 0.3566
H 32.759321 -21.020936 -23.913759 0.028 -0.495 -0.345 0.2304
H 31.198234 -19.466242 -24.978204 -0.264 0.032 0.052 0.3056
H 29.866265 -20.692407 -24.777432 -0.016 0.702 0.409 0.2919
H 30.935888 -22.260142 -26.202946 0.531 -0.126 -0.015 0.4029
H 32.268342 -20.996129 -26.454498 0.056 -0.795 -0.487 0.3958
H 28.514210 -19.955655 -27.243601 -0.011 -0.070 0.375 0.2368
H 28.753547 -21.515475 -26.438390 0.193 -0.130 -0.095 0.4056
H 28.497994 -20.804483 -29.374766 -0.494 -0.039 -0.081 0.3082
H 27.467254 -22.023353 -28.572086 -0.032 0.153 0.226 0.3944
H 29.483977 -22.794724 -30.035522 0.286 -0.391 0.064 0.3601
H 29.392243 -23.461014 -28.359261 0.802 -0.217 -0.068 0.3238
H 31.104794 -21.064560 -29.499502 -0.316 -0.213 -0.298 0.3785
H 31.651973 -22.361958 -28.469584 0.187 0.423 0.488 0.2771
H 30.266250 -19.076775 -28.747296 0.243 0.538 -0.013 0.4280
H 31.842675 -19.220532 -27.798391 0.003 0.497 -0.509 0.3447
H 30.370242 -18.685718 -26.967529 -0.178 0.055 -0.154 0.3925
Br 30.695003 -17.202548 -19.295703 0.873 0.359 -0.262 -0.7693



# 2
70
Properties=species:S:1:pos:R:3:forces:R:3:mulliken_charge:R:1 method="wB97M-V/def2-TZVPD" de_lowest_kj_mol=24.0 e_homo_ev=-13.45 fmax_ev_per_a=1.8 total_charge=+2 energy_ha=-2400.03136
Zr -0.411100 -0.006500 -0.177800 1.409 0.280 1.042 0.0228
C -3.420000 0.172500 1.534700 -0.070 -0.135 -0.188 -1.2315
C -2.394500 0.918800 2.325400 -0.525 -0.087 0.090 0.6449
C -2.744900 1.528600 3.534900 0.361 0.064 -0.181 -0.9965
C -1.790200 2.234800 4.242500 -0.059 -0.170 -0.286 -0.7320
C -0.481500 2.233700 3.781100 0.057 -0.146 -0.490 -1.1864
C -0.185200 1.544200 2.608600 -0.184 0.235 0.487 0.7211
N -1.142500 0.955500 1.855000 0.480 0.194 0.180 0.8660
C 1.200700 1.246100 2.200200 0.521 0.018 0.302 1.1159
C 2.254700 1.312400 3.116000 -0.160 0.012 -0.369 -1.3152
C 3.474900 0.752800 2.776400 -0.145 0.076 -0.239 -1.0079
C 3.627400 0.178800 1.523900 -0.408 0.179 -0.104 -1.3217
C 2.558200 0.225100 0.626100 0.491 0.070 0.214 0.8077
N 1.364700 0.731700 0.968800 0.766 0.192 0.852 0.7215
C 2.689400 -0.361800 -0.721500 0.553 -0.107 -0.231 0.6969
C 3.954700 -0.486000 -1.287500 -0.423 0.036 0.109 -1.1944
C 4.103900 -1.171400 -2.481700 -0.312 -0.051 0.110 -0.8929
C 2.972700 -1.699700 -3.066900 0.031 0.227 0.227 -1.0791
C 1.714500 -1.438900 -2.516900 -0.011 -0.146 -0.326 0.6625
C 0.516600 -1.903600 -3.281100 0.001 -0.105 -0.078 -1.2807
N 1.564000 -0.783200 -1.350500 0.144 0.192 0.197 1.2165
H -4.222000 -0.174300 2.184700 0.071 -0.055 -0.011 0.5853
H -2.967100 -0.690300 1.020400 -0.279 0.235 0.243 0.0930
H -3.867600 0.829700 0.782800 0.041 -0.099 0.049 0.2149
H -3.755300 1.444800 3.904900 -0.073 -0.005 -0.072 0.5443
H -2.045000 2.751900 5.153000 -0.048 0.049 0.125 0.4734
H 0.286900 2.756500 4.329500 0.051 -0.055 0.002 0.5277
H 2.113600 1.742500 4.095400 -0.060 -0.055 0.002 0.3953
H 4.292400 0.746500 3.482500 0.010 -0.020 0.054 0.4794
H 4.545700 -0.325500 1.265900 -0.009 0.037 -0.052 0.5599
H 4.810500 -0.039100 -0.813200 0.079 0.030 0.122 0.5993
H 5.076600 -1.282500 -2.934100 0.089 -0.061 -0.046 0.4736
H 3.045600 -2.282700 -3.970500 -0.083 0.023 -0.141 0.5695
H 0.777100 -2.048900 -4.327200 -0.016 0.057 -0.006 0.6004
H -0.314600 -1.199400 -3.217400 0.235 -0.064 -0.154 -0.0187
H 0.189900 -2.865600 -2.875400 -0.087 0.095 -0.034 0.3375
N 0.535700 -4.220000 0.586300 0.070 -0.128 0.084 -0.4428
C -0.116400 -3.068600 0.367200 -0.481 0.295 -0.242 0.8676
S 0.005200 -1.843700 1.593300 -0.226 0.197 -0.076 -0.4782
N -0.796500 -2.936800 -0.737400 0.149 -1.465 -0.363 -1.6208
N -1.374000 -1.729500 -1.015600 -0.367 -0.379 -0.187 1.0988
C -2.250900 -1.753500 -1.984200 0.026 -0.086 0.321 -1.0712
C -2.920000 -0.606100 -2.507400 0.122 0.727 0.289 1.1226
C -3.730000 -0.728900 -3.653300 0.007 0.023 0.168 -0.9219
C -4.494400 0.320800 -4.104500 0.036 -0.141 0.019 -1.0521
C -4.540100 1.499100 -3.360200 0.207 -0.140 0.045 -0.4400
C -3.717500 1.668100 -2.266500 0.287 -0.117 0.424 -0.6978
C -2.829400 0.659200 -1.862100 -1.263 -0.268 -0.886 0.2625
O -1.973400 0.859900 -0.870600 -1.317 0.113 -0.411 0.2188
H 0.916800 -4.393400 1.502100 -0.030 -0.044 -0.116 0.2314
H 0.371600 -5.003400 -0.025600 -0.029 0.007 -0.011 0.2560
H -2.503300 -2.723600 -2.417300 0.219 0.056 0.106 0.3964
H -3.745000 -1.678300 -4.164400 -0.047 -0.149 -0.116 0.5126
H -5.077900 0.225200 -5.005300 -0.134 -0.072 -0.038 0.4650
H -5.221100 2.286400 -3.640500 -0.024 0.149 -0.070 0.5202
H -3.750700 2.582700 -1.693400 0.051 0.103 0.016 0.6268
F -3.323600 4.701900 -3.206900 -0.143 -0.017 0.205 -0.2362
C -2.173700 4.479800 -3.854600 -0.070 0.136 -0.128 0.6775
F -2.471900 3.899000 -5.016600 0.069 -0.145 -0.065 -0.2690
F -1.625700 5.666200 -4.110400 0.183 0.026 0.041 -0.2508
C -1.252400 3.617200 -3.016100 0.229 -0.109 0.096 0.3989
C -0.603300 2.521000 -3.564300 0.015 0.143 0.178 -0.6622
C 0.189900 1.747400 -2.733600 0.162 0.146 -0.469 -0.3432
N 0.333700 1.978400 -1.424900 -0.206 -0.051 -0.177 -0.2153
C -0.266900 3.061600 -0.921600 0.087 0.496 0.012 0.0608
C -1.045300 3.924600 -1.677700 0.201 -0.171 -0.191 -1.0193
H -0.730500 2.267200 -4.603800 0.058 -0.039 -0.118 0.5715
H 0.759000 0.922500 -3.150000 -0.163 -0.051 0.097 0.6932
H -0.113200 3.250600 0.136100 -0.067 -0.043 -0.007 0.5357
H -1.496500 4.802500 -1.244500 -0.048 0.054 0.168 0.5318